Entry 1:
Below is a molecular structure, C9H9Cl5O5PRuSe in a non-equilibrium geometry, with properties calculated with the ωB97M-V functional and the def2-TZVPD basis.

- charge = +1
- E_HOMO (spin up / spin down) (eV) = -12.79 / -12.79
- HOMO-LUMO gap (spin up / spin down) (eV) = 6.80 / 6.80

Geometry as XYZ:
```
31
Properties=species:S:1:pos:R:3:forces:R:3
Ru -0.386072 0.866585 -0.581824 0.2 0.9 0.3
Cl -0.772319 -2.373253 -1.869076 0.4 0.3 -0.4
C 0.264113 -1.223235 -2.642696 -0.3 -0.8 -0.2
C 0.435573 0.036172 -2.095486 -0.4 -0.3 0.5
C 1.340590 0.914246 -2.633026 0.8 0.8 -0.2
Cl 1.542968 2.377282 -1.665690 -0.1 -0.7 -0.2
C 2.047584 0.642350 -3.785269 0.2 0.3 0.0
Cl 3.154046 1.783787 -4.427224 -0.2 -0.2 0.1
C 1.837086 -0.611571 -4.381400 0.1 0.0 -0.1
Cl 2.694872 -1.008609 -5.800316 -0.1 0.1 0.1
C 0.968958 -1.551657 -3.805020 -0.2 -0.2 0.2
Cl 0.776128 -3.099384 -4.511918 0.0 0.2 0.0
O -2.779391 1.801498 1.189450 -0.3 -0.1 -0.2
Se -2.983762 1.420577 -0.359624 -1.3 0.2 -0.3
O -4.370700 1.646022 -1.148722 1.6 -0.3 0.7
O -1.531768 2.221854 -1.105785 0.0 -0.7 0.3
O -2.165098 -0.086838 -0.567530 0.1 0.5 0.2
C -0.328879 1.186927 3.644773 0.0 0.0 0.2
P 0.083424 -0.072564 2.478171 0.0 0.4 -0.6
C -1.281371 -1.161440 2.282575 -0.7 -0.1 -0.3
C 1.504477 -0.986960 2.988312 0.2 -0.1 0.2
O 0.496019 0.634330 1.134398 -0.3 -0.1 -0.7
H -0.526880 0.729994 4.617070 0.0 0.1 0.0
H -1.218056 1.705045 3.289795 -0.1 0.1 0.0
H 0.502060 1.885547 3.725994 0.0 0.0 0.1
H -1.470641 -1.599993 3.263209 -0.1 -0.1 0.0
H -1.050267 -1.951996 1.558727 0.0 0.1 0.2
H -2.170420 -0.601345 1.935326 0.4 -0.3 0.3
H 1.299125 -1.478345 3.941364 0.1 0.0 0.0
H 2.348160 -0.306647 3.096987 0.0 0.0 0.0
H 1.740440 -1.738378 2.234457 0.0 0.0 0.0
```
Positions in Å, forces in eV/Å.

---

Entry 2:
Below is 2 unconnected molecules or ions with the total composition C4H11N2O in a non-equilibrium geometry, with properties calculated with the ωB97M-V functional and the def2-TZVPD basis.

- charge = +1
- E_HOMO (eV) = -12.38
- HOMO-LUMO gap (eV) = 3.44

Geometry as XYZ:
```
18
Properties=species:S:1:pos:R:3:forces:R:3
O -1.443168 -0.587745 -0.475229 0.4 -0.8 0.0
C -0.583216 0.031526 0.087682 -1.7 1.6 0.1
C 0.551272 -0.588477 0.751121 2.7 0.0 -0.6
C 1.759988 0.180723 1.103950 -0.9 -1.5 1.1
C 2.337524 0.890322 -0.143885 0.0 0.2 -1.0
N 2.794512 -0.094953 -1.125531 -0.3 0.8 0.9
N -4.800030 -0.358226 -0.456516 0.3 0.3 0.1
H -0.658246 1.125498 0.144583 0.3 0.1 0.0
H 0.650920 -1.674874 0.739554 -0.6 0.0 0.3
H 2.445957 -0.506110 1.600392 0.3 0.2 -0.3
H 1.545002 0.967899 1.832005 -0.4 0.3 0.0
H 3.159284 1.532635 0.173412 0.0 0.0 0.1
H 1.534786 1.531556 -0.520117 0.1 0.1 0.0
H 2.272426 -0.948012 -1.040615 0.0 -0.3 -0.7
H 2.850686 0.311769 -2.058200 0.1 -0.5 0.2
H -3.880094 -0.750920 -0.302152 -0.1 -0.1 -0.1
H -5.427206 -1.098114 -0.735262 -0.1 -0.1 0.1
H -5.110396 0.035507 0.424815 -0.1 -0.1 -0.1
```
Positions in Å, forces in eV/Å.